{
  "formula": "C21H23N3O3",
  "method": "ωB97M-V/def2-TZVPD",
  "elements": ["C", "O", "C", "C", "C", "C", "C", "C", "C", "O", "N", "C", "C", "N", "C", "C", "C", "C", "C", "C", "O", "C", "C", "C", "N", "C", "C", "H", "H", "H", "H", "H", "H", "H", "H", "H", "H", "H", "H", "H", "H", "H", "H", "H", "H", "H", "H", "H", "H", "H"],
  "xyz": [[2.151, -6.663, 3.948], [3.119, -6.109, 3.092], [2.735, -5.125, 2.228], [3.771, -4.630, 1.406], [3.552, -3.642, 0.485], [2.263, -3.112, 0.362], [1.680, -2.109, -0.454], [0.353, -2.024, -0.106], [-0.811, -1.298, -0.642], [-1.921, -1.815, -0.577], [-0.617, -0.093, -1.235], [0.501, 0.791, -1.015], [0.060, 2.012, -0.194], [-1.021, 2.687, -0.876], [-1.308, 4.014, -0.528], [-0.800, 4.618, 0.622], [-1.090, 5.933, 0.936], [-1.909, 6.683, 0.113], [-2.408, 6.111, -1.044], [-2.105, 4.802, -1.381], [-2.638, 4.304, -2.559], [-1.679, 4.026, -3.559], [-2.161, 1.798, -1.043], [-1.741, 0.577, -1.857], [0.094, -2.947, 0.881], [1.231, -3.619, 1.189], [1.451, -4.623, 2.128], [1.729, -5.908, 4.620], [1.343, -7.140, 3.385], [2.673, -7.416, 4.536], [4.749, -5.067, 1.535], [4.356, -3.275, -0.134], [2.185, -1.566, -1.228], [1.290, 0.272, -0.476], [0.882, 1.127, -1.987], [0.908, 2.693, -0.102], [-0.237, 1.668, 0.812], [-0.185, 4.047, 1.299], [-0.683, 6.365, 1.838], [-2.150, 7.705, 0.361], [-3.035, 6.675, -1.717], [-2.223, 3.564, -4.381], [-1.205, 4.950, -3.909], [-0.905, 3.345, -3.195], [-2.963, 2.327, -1.556], [-2.532, 1.462, -0.061], [-2.564, -0.136, -1.919], [-1.443, 0.885, -2.865], [-0.835, -3.116, 1.229], [0.637, -4.981, 2.738]],
  "mulliken_charge": [-0.811, -0.439, 0.920, -0.604, -0.732, 0.897, -1.140, 0.301, 0.600, -0.708, 0.089, -0.950, -1.082, 0.650, 0.183, -0.545, -0.828, -0.496, -0.445, 0.516, -0.520, -0.622, -0.680, -0.930, 0.015, -0.625, -0.520, 0.321, 0.323, 0.232, 0.427, 0.419, 0.641, 0.599, 0.150, 0.547, 0.410, 0.431, 0.383, 0.383, 0.436, 0.221, 0.327, 0.161, 0.441, 0.256, 0.467, 0.276, 0.230, 0.425],
  "de_lowest_kj_mol": 274.1,
  "spin_multiplicity": 1,
  "smiles": "COc1ccc2cc(C(=O)N3CCN(c4ccccc4OC)CC3)[nH]c2c1",
  "homo_ev": -7.791,
  "total_energy_ev": -32763.0106,
  "orbital_gap_ev": 8.48,
  "total_charge": 0
}